1.
{
  "formula": "C31H42N3OPTl",
  "method": "the ωB97M-V functional and the def2-TZVPD basis",
  "total_charge": -1,
  "e_above_lowest_kcal_mol": 0.0,
  "multiplicity": 1,
  "energy_ev": -53327.600,
  "largest_force_ev_per_a": 3.80,
  "lumo_energy_ev": 2.5,
  "orbital_gap_ha": 0.1812,
  "symbols": ["Tl", "N", "N", "C", "C", "C", "C", "H", "H", "H", "C", "C", "H", "H", "H", "C", "C", "H", "H", "H", "C", "H", "H", "H", "C", "H", "H", "H", "C", "H", "C", "H", "C", "H", "C", "H", "C", "C", "H", "C", "C", "H", "C", "H", "N", "C", "C", "C", "H", "C", "C", "H", "H", "H", "C", "H", "C", "C", "H", "H", "H", "C", "H", "H", "H", "C", "P", "C", "C", "O", "H", "H", "H", "H", "H", "H", "H", "H", "H"],
  "coordinates": [[-0.48369, 0.53731, -0.69882], [-2.23185, -1.37537, 0.89253], [-0.64491, -2.27310, -1.66573], [2.59020, 1.13145, -0.76702], [2.65134, -0.20367, -0.26684], [2.22394, -0.18190, 1.09090], [2.12806, -1.33849, 2.00102], [2.19394, -2.28163, 1.44471], [1.18162, -1.32799, 2.56561], [2.95197, -1.31978, 2.73506], [1.87596, 1.16099, 1.42277], [1.34474, 1.61988, 2.71952], [2.15183, 1.69116, 3.46619], [0.59653, 0.91090, 3.10641], [0.88070, 2.61110, 2.63769], [2.08817, 1.96803, 0.27104], [1.80265, 3.41702, 0.16321], [0.89362, 3.69451, 0.71483], [1.67975, 3.73187, -0.88184], [2.63017, 4.00478, 0.59005], [3.06973, -1.41281, -1.00880], [4.06894, -1.74733, -0.68143], [3.11225, -1.22949, -2.09089], [2.37210, -2.24485, -0.83485], [2.93427, 1.60299, -2.12576], [2.05508, 1.97658, -2.67775], [3.39353, 0.80773, -2.72292], [3.65209, 2.43693, -2.07859], [-3.01406, -1.23210, 1.94412], [-3.36602, -0.21810, 2.18113], [-3.38798, -2.32574, 2.74208], [-4.07918, -2.16704, 3.56436], [-2.82625, -3.57689, 2.45188], [-3.10323, -4.45106, 3.03732], [-1.90230, -3.67338, 1.42228], [-1.41783, -4.61208, 1.15541], [-1.56857, -2.51563, 0.63463], [-0.50258, -2.57775, -0.33799], [0.25433, -3.35076, -0.17148], [-1.32989, -1.15487, -2.13144], [0.03552, -2.87462, -2.75422], [0.56677, -3.79987, -2.63863], [-0.10436, -2.06918, -3.81193], [0.29073, -2.16837, -4.80872], [-0.84456, -0.94992, -3.40791], [-0.92460, 0.32412, -4.01357], [0.20011, 0.89462, -4.65469], [0.13819, 2.24591, -5.02302], [0.99446, 2.69705, -5.54028], [-0.98733, 3.02386, -4.75062], [-1.03529, 4.47222, -5.13902], [-0.84461, 5.12570, -4.27595], [-2.02372, 4.73637, -5.53446], [-0.28032, 4.69398, -5.90192], [-2.07976, 2.43646, -4.10349], [-2.96347, 3.04304, -3.88992], [-2.07265, 1.09086, -3.73144], [-3.27060, 0.49639, -3.07557], [-3.79983, -0.18049, -3.75892], [-3.95965, 1.30627, -2.81415], [-3.02930, -0.07503, -2.15286], [1.46987, 0.14217, -4.89704], [1.35598, -0.60235, -5.69723], [1.85216, -0.36941, -4.00106], [2.25367, 0.84086, -5.22212], [-1.32371, -2.11769, 6.12123], [-0.55432, -0.71636, 5.28334], [-1.46841, 0.76732, 5.78391], [1.10392, -0.52688, 5.97506], [-0.55500, -0.88605, 3.79088], [-2.32002, -2.28587, 5.69705], [-1.40557, -1.93454, 7.20118], [-0.70587, -3.00682, 5.94484], [-0.84873, 1.36971, 6.46082], [-1.71277, 1.34686, 4.88420], [-2.39628, 0.47461, 6.29433], [1.11848, 0.30112, 6.69425], [1.82109, -0.32313, 5.17125], [1.39055, -1.45434, 6.48382]],
  "lowdin_charge": [1.00, 0.06, -0.12, -0.33, -0.29, -0.28, -0.07, 0.06, 0.04, 0.07, -0.31, -0.07, 0.07, 0.04, 0.06, -0.37, -0.10, 0.06, 0.06, 0.07, -0.08, 0.07, 0.05, 0.05, -0.09, 0.06, 0.05, 0.07, -0.18, 0.10, -0.13, 0.07, -0.11, 0.09, -0.04, 0.09, -0.30, -0.18, 0.09, -0.27, -0.04, 0.11, -0.08, 0.10, -0.05, -0.15, -0.19, -0.02, 0.12, -0.28, -0.07, 0.08, 0.07, 0.07, -0.01, 0.12, -0.23, -0.08, 0.09, 0.07, 0.04, -0.06, 0.08, 0.07, 0.08, -0.19, 0.54, -0.17, -0.17, -0.37, 0.04, 0.05, 0.06, 0.04, 0.06, 0.04, 0.04, 0.05, 0.05]
}

---

2.
{
  "formula": "C8H20N2P",
  "method": "the ωB97M-V functional and the def2-TZVPD basis",
  "total_charge": 1,
  "e_above_lowest_kcal_mol": 2.4,
  "multiplicity": 1,
  "energy_ev": -20881.310,
  "largest_force_ev_per_a": 5.08,
  "lumo_energy_ev": -3.5,
  "orbital_gap_ha": 0.3264,
  "symbols": ["C", "C", "C", "C", "C", "C", "C", "C", "N", "N", "P", "H", "H", "H", "H", "H", "H", "H", "H", "H", "H", "H", "H", "H", "H", "H", "H", "H", "H", "H", "H"],
  "coordinates": [[-1.52344, 1.51412, -0.38452], [-0.87750, 2.61289, -1.13117], [-2.69787, -2.93501, 0.27682], [-1.47590, -2.04586, -1.62816], [2.43729, 2.04447, 1.56794], [3.72554, 0.59822, 0.00743], [-2.19517, -1.64451, -0.29253], [3.49780, 1.27122, 1.29345], [-2.84913, 1.61787, -0.19256], [-0.68796, 0.64737, 0.22964], [-1.23822, -0.89858, 1.06770], [0.13364, 2.29232, -1.55419], [-0.70339, 3.42359, -0.28053], [-1.60152, 3.12007, -1.91800], [-2.58970, -3.68889, -0.47246], [-2.21406, -3.40480, 1.15213], [-3.81299, -2.74790, 0.40736], [-0.64445, -2.64314, -1.38338], [-1.22365, -1.14141, -2.16891], [-2.19117, -2.73654, -2.11642], [-0.12279, -1.70188, 0.84714], [2.36869, 2.56332, 2.47315], [1.64249, 2.02924, 0.83400], [2.72594, 0.61085, -0.46134], [4.08618, -0.45463, 0.25670], [4.61945, 1.08599, -0.48990], [-3.05418, -1.01946, -0.45855], [4.31313, 1.11643, 2.01812], [-3.43060, 2.11045, -0.89262], [-3.25744, 1.22769, 0.66425], [0.25192, 0.70849, 0.08176]],
  "lowdin_charge": [-0.44, -0.01, -0.17, -0.08, 0.00, -0.12, -0.67, -0.26, 0.19, -0.08, 1.02, 0.11, 0.15, 0.14, 0.06, 0.08, 0.11, 0.06, 0.06, 0.09, -0.03, 0.04, 0.01, 0.06, 0.10, 0.11, 0.07, 0.11, 0.15, 0.13, 0.02]
}

---

3.
{
  "formula": "C5H8O2",
  "method": "the ωB97M-V functional and the def2-TZVPD basis",
  "e_above_lowest_kcal_mol": 24.2,
  "smiles": "C1O[C@H]2C[C@@H]1CO2",
  "multiplicity": 1,
  "energy_ev": -9408.781,
  "largest_force_ev_per_a": 0.79,
  "lumo_energy_ev": 1.0,
  "orbital_gap_ha": 0.3960,
  "symbols": ["C", "O", "C", "C", "C", "C", "O", "H", "H", "H", "H", "H", "H", "H", "H"],
  "coordinates": [[0.62903, 0.29228, 1.26786], [1.59951, 0.54725, 0.25688], [0.91421, 0.23934, -0.93066], [-0.44386, 0.92920, -0.77776], [-0.70717, 0.09678, 0.49343], [-0.59114, -1.30481, -0.13070], [0.58090, -1.14127, -0.95645], [0.61973, 1.12569, 1.98098], [0.86277, -0.62645, 1.82420], [1.56625, 0.47400, -1.76943], [-1.07939, 0.71360, -1.64731], [-0.40084, 2.00777, -0.61713], [-1.50693, 0.34149, 1.19619], [-0.42378, -2.08629, 0.61967], [-1.41376, -1.63899, -0.78285]],
  "lowdin_charge": [-0.15, -0.06, -0.36, -0.05, -0.23, -0.15, -0.07, 0.13, 0.12, 0.16, 0.13, 0.13, 0.14, 0.12, 0.12]
}

---

4.
{
  "formula": "C4H10N2O",
  "method": "the ωB97M-V functional and the def2-TZVPD basis",
  "e_above_lowest_kcal_mol": 88.8,
  "smiles": "C/N=C(/CO)NC",
  "multiplicity": 1,
  "energy_ev": -9335.136,
  "largest_force_ev_per_a": 4.77,
  "lumo_energy_ev": 0.7,
  "orbital_gap_ha": 0.3472,
  "symbols": ["C", "N", "C", "C", "O", "N", "C", "H", "H", "H", "H", "H", "H", "H", "H", "H", "H"],
  "coordinates": [[1.54343, -1.85601, 0.00325], [1.27772, -0.38655, 0.08795], [0.08629, 0.05656, -0.00983], [-0.23850, 1.51793, -0.00883], [1.00895, 2.13895, -0.08652], [-1.01960, -0.76296, -0.13744], [-2.37616, -0.45739, 0.09639], [2.59032, -2.20446, -0.45606], [1.62234, -2.36405, 1.10973], [0.75357, -2.20077, -0.72317], [-0.77938, 1.80364, 0.95079], [-0.84792, 1.82379, -0.79448], [1.69090, 1.51913, 0.36647], [-0.80060, -1.84006, -0.26118], [-2.81042, 0.03228, -0.89828], [-2.39442, 0.27870, 1.12835], [-2.99325, -1.47972, 0.13056]],
  "lowdin_charge": [-0.13, -0.01, -0.40, -0.22, -0.10, -0.10, -0.16, 0.10, 0.12, 0.05, 0.13, 0.10, 0.11, 0.15, 0.10, 0.14, 0.11]
}

---

5.
{
  "formula": "C5H10O2",
  "method": "the ωB97M-V functional and the def2-TZVPD basis",
  "e_above_lowest_kcal_mol": 133.1,
  "multiplicity": 1,
  "energy_ev": -9437.272,
  "largest_force_ev_per_a": 2.12,
  "lumo_energy_ev": [-0.5, -1.0],
  "orbital_gap_ha": [0.3122, 0.3081],
  "symbols": ["C", "C", "O", "C", "C", "C", "O", "H", "H", "H", "H", "H", "H", "H", "H", "H", "H"],
  "coordinates": [[2.62485, -1.03481, -0.19159], [1.35776, -1.40417, 0.56215], [0.26049, -0.67170, 0.13665], [-1.77816, 0.55828, 0.16151], [-2.04452, 1.84588, 0.84420], [-1.24352, 0.45322, -1.11057], [-0.81587, -0.68447, -1.48966], [2.82054, 0.03509, -0.08259], [3.49102, -1.59132, 0.17772], [2.49632, -1.25000, -1.25636], [1.15127, -2.48740, 0.50929], [1.46658, -1.16861, 1.63824], [-2.02441, -0.37103, 0.66230], [-3.09729, 1.90273, 1.13920], [-1.46002, 1.91699, 1.76837], [-1.78914, 2.70018, 0.21249], [-0.95310, 1.35946, -1.66088]],
  "lowdin_charge": [-0.09, -0.33, -0.12, -0.07, -0.08, -0.28, 0.00, 0.07, 0.07, 0.08, 0.12, 0.13, 0.12, 0.08, 0.09, 0.08, 0.13]
}

---

6.
{
  "formula": "C3H9FN3",
  "method": "the ωB97M-V functional and the def2-TZVPD basis",
  "total_charge": 1,
  "e_above_lowest_kcal_mol": 24.5,
  "s_squared": 2.01,
  "multiplicity": 3,
  "energy_ev": -10433.086,
  "largest_force_ev_per_a": 9.38,
  "lumo_energy_ev": [-3.6, -5.1],
  "orbital_gap_ha": [0.1669, 0.3473],
  "symbols": ["C", "C", "C", "N", "N", "N", "F", "H", "H", "H", "H", "H", "H", "H", "H", "H"],
  "coordinates": [[-2.28920, -0.36782, 0.36368], [-1.48298, 0.38781, 1.10472], [2.12343, 0.42717, 0.07997], [-2.07200, -0.51178, -1.08512], [1.63015, -0.55271, 0.82561], [2.00511, 0.47734, -1.22921], [-0.60917, 1.31177, 0.54994], [-2.91379, -0.98543, 0.95909], [-1.34948, 0.38340, 2.17533], [2.52612, 1.27392, 0.60059], [-2.70166, -1.14088, -1.49262], [1.51170, -1.49370, 0.50139], [1.71661, -0.27601, 1.79746], [1.70294, -0.45845, -1.70904], [2.45020, 1.24593, -1.78366], [-2.24798, 0.27942, -1.65814]],
  "lowdin_charge": [-0.16, -0.15, -0.21, 0.09, 0.18, 0.16, -0.04, 0.10, 0.11, 0.15, 0.06, 0.14, 0.14, 0.19, 0.16, 0.08]
}

---

7.
{
  "formula": "C5H12N5",
  "method": "the ωB97M-V functional and the def2-TZVPD basis",
  "total_charge": 1,
  "e_above_lowest_kcal_mol": 77.5,
  "smiles": "[NH2+]=C1NCN[C@@H]2NCN[C@@H]12",
  "multiplicity": 1,
  "energy_ev": -12821.600,
  "largest_force_ev_per_a": 5.72,
  "lumo_energy_ev": -3.0,
  "orbital_gap_ha": 0.3512,
  "symbols": ["N", "C", "N", "C", "N", "C", "N", "C", "N", "C", "H", "H", "H", "H", "H", "H", "H", "H", "H", "H", "H", "H"],
  "coordinates": [[1.10424, 2.31870, 0.52458], [0.96825, 1.14113, -0.08354], [1.97645, 0.32511, -0.22546], [1.84864, -1.21582, -0.08616], [0.59021, -1.78325, -0.02074], [-0.34539, -0.94461, 0.44254], [-1.72029, -1.20365, 0.17579], [-2.51638, -0.01852, 0.09057], [-1.61925, 1.11657, -0.44137], [-0.32464, 0.58961, -0.61033], [0.55199, 3.11699, 0.38058], [2.02865, 2.56218, 0.86548], [3.01146, 0.60502, -0.03550], [2.44412, -1.28386, 0.83877], [2.45569, -1.61515, -0.87889], [0.23634, -2.41153, -0.90322], [-0.12266, -0.56221, 1.57024], [-2.13574, -1.99466, 0.65463], [-2.70661, 0.30114, 1.18928], [-3.32314, -0.25125, -0.56939], [-2.11511, 1.23918, -1.37225], [-0.28682, -0.03111, -1.50562]],
  "lowdin_charge": [0.23, -0.32, 0.09, -0.16, -0.01, -0.31, -0.03, -0.18, -0.01, -0.16, 0.11, 0.13, 0.21, 0.14, 0.13, 0.24, 0.20, 0.14, 0.14, 0.12, 0.14, 0.15]
}

---

8.
{
  "formula": "C18H21NO3",
  "method": "the ωB97M-V functional and the def2-TZVPD basis",
  "e_above_lowest_kcal_mol": 6.8,
  "smiles": "CCOc1ccc(CCNC(=O)[C@@H](O)c2ccccc2)cc1",
  "multiplicity": 1,
  "energy_ev": -26639.783,
  "largest_force_ev_per_a": 0.58,
  "lumo_energy_ev": 0.8,
  "orbital_gap_ha": 0.3298,
  "symbols": ["C", "C", "O", "C", "C", "C", "C", "C", "C", "N", "C", "O", "C", "O", "C", "C", "C", "C", "C", "C", "C", "C", "H", "H", "H", "H", "H", "H", "H", "H", "H", "H", "H", "H", "H", "H", "H", "H", "H", "H", "H", "H", "H"],
  "coordinates": [[2.23534, 1.67564, -1.96342], [1.43723, 1.60689, -3.26265], [0.05891, 1.38305, -3.04014], [-0.34808, 0.16714, -2.57624], [-1.65464, 0.11111, -2.09276], [-2.14980, -1.05580, -1.54867], [-1.36698, -2.20165, -1.48616], [-1.81998, -3.40273, -0.70543], [-1.14498, -3.35911, 0.68005], [-1.34802, -2.07973, 1.31700], [-0.46947, -1.06546, 1.17976], [0.67312, -1.18487, 0.79310], [-1.06993, 0.29947, 1.58443], [-2.13792, 0.15212, 2.50234], [0.01807, 1.22245, 2.06531], [0.69022, 0.94507, 3.24920], [1.69929, 1.78036, 3.69276], [2.04948, 2.89762, 2.95421], [1.38940, 3.17389, 1.76936], [0.37744, 2.34044, 1.32668], [-0.09215, -2.15733, -2.02986], [0.41953, -0.99304, -2.56892], [1.89436, 2.51287, -1.36018], [2.10608, 0.76611, -1.38066], [3.29049, 1.80863, -2.18628], [1.47307, 2.57011, -3.77983], [1.85068, 0.84432, -3.93447], [-2.25615, 1.00647, -2.13156], [-3.15479, -1.06844, -1.14933], [-2.90510, -3.38921, -0.58422], [-1.53605, -4.32984, -1.20515], [-1.53570, -4.15051, 1.32546], [-0.06545, -3.47921, 0.56727], [-2.29410, -1.81893, 1.56167], [-1.52224, 0.70671, 0.67104], [-1.76566, 0.04517, 3.38556], [0.43815, 0.06139, 3.82130], [2.21754, 1.55495, 4.61325], [2.83900, 3.54854, 3.29962], [1.66342, 4.04309, 1.18923], [-0.13726, 2.55335, 0.40113], [0.52841, -3.04111, -2.00656], [1.42526, -1.00001, -2.95721]],
  "lowdin_charge": [-0.06, -0.24, -0.05, -0.27, -0.01, -0.05, -0.26, -0.13, -0.16, 0.07, -0.45, 0.09, -0.25, -0.01, -0.17, -0.03, -0.08, -0.09, -0.08, -0.03, -0.03, -0.01, 0.06, 0.07, 0.08, 0.12, 0.11, 0.12, 0.12, 0.11, 0.11, 0.12, 0.12, 0.14, 0.14, 0.10, 0.12, 0.10, 0.10, 0.10, 0.11, 0.12, 0.11]
}